C31H30CaF4N5PSSe2 as an isolated structure. Source: the Open Molecules 2025 dataset; level of theory: ωB97M-V with the def2-TZVPD basis set.

## Properties
HOMO level = -7.06 eV
Frontier orbital gap = 6.88 eV
Relative energy (zero: lowest compared OMol25 entry of this formula, charge and spin) = 18.1 kcal/mol
DFT total energy = -220213.2479 eV
E_LUMO = -0.007 Eh

Cartesian coordinates (Å):
Ca -0.47369 0.44682 0.47871
C -1.47197 -2.71481 1.04892
N -0.12889 -2.18170 1.05950
C 0.78831 -2.84101 0.13714
C 0.49891 -2.10405 2.38801
C 1.71998 -1.22237 2.41748
N 1.46314 0.07737 1.79441
C 2.43328 1.02911 1.95565
C 2.02169 2.38501 1.82874
F 0.63224 2.54336 1.61729
C 2.80826 3.46314 2.05111
F 2.27504 4.70696 1.93554
C 4.18957 3.28915 2.28119
C 4.64216 1.95064 2.40297
F 5.97339 1.74481 2.62206
C 3.81769 0.87552 2.30785
F 4.34766 -0.33306 2.60071
H -1.51890 -3.78911 1.43456
H -1.81924 -2.73533 0.03590
H -2.12394 -2.08017 1.67346
H 1.06752 -3.85903 0.50994
H 1.70354 -2.27433 0.04226
H 0.23338 -2.91698 -0.80073
H 0.76013 -3.14489 2.73890
H -0.19527 -1.70480 3.12715
H 2.54900 -1.73483 1.94032
H 2.03230 -1.11966 3.52087
H 4.89143 4.06652 2.54781
Se -1.28618 -0.98687 -2.39199
P 0.06766 0.54881 -3.01563
Se -0.32935 2.43153 -2.04242
C 1.74075 -0.06229 -2.49555
C 2.65581 0.78155 -1.89433
C 3.86760 0.30711 -1.45929
C 4.16551 -1.02324 -1.64426
C 3.27182 -1.89941 -2.20008
C 2.03947 -1.41749 -2.68425
C 0.25097 0.58516 -4.81233
C -0.68183 -0.05531 -5.60238
C -0.55779 -0.06347 -6.98534
C 0.55213 0.56507 -7.57820
C 1.49763 1.15857 -6.75009
C 1.38081 1.16526 -5.38692
H 2.39478 1.81535 -1.76349
H 4.53795 0.98089 -0.95539
H 5.13888 -1.37949 -1.33271
H 3.52369 -2.93585 -2.31185
H 1.28561 -2.02799 -3.14512
H -1.56852 -0.52082 -5.21315
H -1.24910 -0.67642 -7.59288
H 0.64130 0.46413 -8.63191
H 2.31988 1.65767 -7.24323
H 2.16574 1.72955 -4.80623
C -5.46956 -0.73503 -0.78170
N -5.00166 -0.66796 0.59008
C -5.48122 -1.38711 1.68523
C -4.80443 -0.95651 2.78800
N -3.97713 0.06864 2.37721
C -4.06294 0.22145 1.00238
S -3.12059 1.28169 0.03760
C -3.06050 0.76821 3.17883
C -3.52907 1.66985 4.10753
C -2.66238 2.34378 4.96051
C -1.31868 2.03912 4.78370
C -0.93153 1.18730 3.77454
N -1.78796 0.49031 2.98223
H -5.70796 -1.71626 -1.11550
H -4.63283 -0.41851 -1.43066
H -6.37746 -0.13921 -0.91998
H -6.23226 -2.14606 1.61530
H -4.78731 -1.28195 3.83643
H -4.60686 1.88802 4.10617
H -3.00412 3.05428 5.69344
H -0.49024 2.48368 5.35828
H 0.10476 0.98797 3.61173